DFT (ωB97M-V/def2-TZVPD) results for C21H34N3O4PPt as an isolated structure in a non-equilibrium geometry.

```
64
C21H34N3O4PPt ωB97M-V/def2-TZVPD
C 1.5851 3.3685 -1.8146
C 2.0422 1.9353 -1.1717
N 0.9264 0.9614 -1.3220
C 0.9835 -0.1637 -0.3453
C 0.7111 0.1744 1.2154
C -0.1364 1.5122 1.4912
C 0.7388 2.7314 2.0695
C 0.0288 3.5971 3.2190
O -1.4207 3.5198 3.2368
C -2.0381 4.7998 3.2320
C -3.3230 4.9497 2.2471
O -1.7091 5.7794 3.9361
O 2.4461 -0.4084 -0.3085
C 2.8966 -1.6315 -0.8880
O 3.9757 -1.8954 -1.4492
C 1.6321 -2.6104 -0.5550
C 1.9542 -3.0311 0.9624
N 1.7208 -4.5163 1.1555
C 0.4452 -1.6020 -0.9218
C 0.2325 -1.5976 -2.5347
C 1.0970 -2.5090 -3.5137
C 0.6423 -2.3487 -4.9907
C -0.5153 -1.4344 -5.5020
N -1.2406 -0.6169 -4.5944
C -0.8706 -0.7325 -3.2331
P -1.3476 -2.0883 -0.4354
C -2.3508 -0.5151 0.0100
C -1.4009 -3.1404 1.1247
C -1.4372 -4.7143 0.7054
H 2.5125 4.0294 -1.9836
H 0.8192 3.8512 -1.1184
H 1.1147 3.0999 -2.8373
H 2.3529 2.1630 -0.0960
H 2.9977 1.6472 -1.7589
H 0.0001 1.4056 -1.3661
H 1.6807 0.1941 1.8409
H 0.0990 -0.7131 1.6404
H -0.7208 1.9131 0.5921
H -0.9394 1.2248 2.2778
H 1.7553 2.3562 2.4779
H 0.9726 3.4376 1.1893
H 0.4120 4.6839 3.1001
H 0.4646 3.2487 4.2347
H -3.1197 5.6790 1.3958
H -4.1911 5.2595 2.9250
H -3.5895 3.8656 1.8461
H 1.7006 -3.6253 -1.1026
H 1.4743 -2.3939 1.7757
H 3.0993 -2.9031 1.1006
H 2.6321 -4.9902 1.2597
H 1.1048 -4.6869 1.9601
H 1.9342 -3.1890 -3.1578
H 1.1865 -2.9978 -5.7708
H -0.7724 -1.4221 -6.6277
H -1.4869 -0.0740 -2.5089
H -1.8352 0.3901 -0.4733
H -2.3463 -0.3331 1.1396
H -3.4257 -0.6203 -0.3808
H -2.4337 -2.9427 1.6167
H -0.6251 -2.8947 1.9231
H -0.6140 -4.9478 -0.0626
H -2.4698 -5.0338 0.3104
H -1.2420 -5.3739 1.6313
Pt -4.7691 2.9199 1.9825
```

Multiplicity = 1
Gap between HOMO and LUMO = 2.0213 eV
Total charge = +2
HOMO level = -13.29 eV
Energy relative to the best compared isomer or geometry (same formula, charge and spin) = 427.5 kJ/mol

Atomic charges from the Mulliken analysis, expressed in e, are listed below: number 1, C, carries -1.07; number 2, C, carries -0.36; number 3, N, carries 0.14; number 4, C, carries -0.47; number 5, C, carries -0.27; number 6, C, carries -0.50; number 7, C, carries -0.52; number 8, C, carries -0.66; number 9, O, carries -0.21; number 10, C, carries 0.65; number 11, C, carries -0.76; number 12, O, carries -0.47; number 13, O, carries -0.40; number 14, C, carries 0.22; number 15, O, carries -0.56; number 16, C, carries 0.10; number 17, C, carries -0.88; number 18, N, carries -0.49; number 19, C, carries 2.13; number 20, C, carries -0.27; number 21, C, carries -0.58; number 22, C, carries -0.45; number 23, C, carries -0.17; number 24, N, carries -0.51; number 25, C, carries -0.08; number 26, P, carries 0.48; number 27, C, carries -0.79; number 28, C, carries -0.37; number 29, C, carries -1.09; number 30, H, carries 0.38; number 31, H, carries 0.24; number 32, H, carries 0.31; number 33, H, carries 0.24; number 34, H, carries 0.33; number 35, H, carries 0.63; number 36, H, carries 0.60; number 37, H, carries -0.42; number 38, H, carries 0.01; number 39, H, carries 0.41; number 40, H, carries 0.35; number 41, H, carries 0.03; number 42, H, carries 0.39; number 43, H, carries 0.25; number 44, H, carries 0.31; number 45, H, carries 0.42; number 46, H, carries -0.08; number 47, H, carries 0.26; number 48, H, carries 0.23; number 49, H, carries 0.46; number 50, H, carries 0.26; number 51, H, carries 0.22; number 52, H, carries 0.38; number 53, H, carries 0.37; number 54, H, carries 0.39; number 55, H, carries 0.11; number 56, H, carries 0.11; number 57, H, carries 0.35; number 58, H, carries 0.46; number 59, H, carries 0.52; number 60, H, carries 0.37; number 61, H, carries 0.27; number 62, H, carries 0.38; number 63, H, carries 0.33; number 64, Pt, carries 0.31

---

DFT (ωB97M-V/def2-TZVPD) results for a 2-piece molecular cluster, C5H15N2 overall in a non-equilibrium geometry.

```
22
C5H15N2 ωB97M-V/def2-TZVPD
C -1.8078 -0.5738 -0.6139
C -0.6406 -1.5553 -0.2732
C -0.1759 -1.4487 1.2050
N -1.9520 -0.4989 -2.0661
H -1.5440 0.5398 -0.2842
H -2.7359 -0.8292 -0.0789
H 0.2323 -1.4191 -0.9678
H -1.0811 -2.5407 -0.4782
H -0.9855 -1.0061 1.8178
H 0.8296 -0.9502 1.3719
H -0.0392 -2.4508 1.5887
H -2.8892 -0.1464 -2.3137
H -2.0529 -1.5017 -2.2945
C 2.5073 1.0919 0.9148
C 0.8088 2.4675 -0.2284
N 1.1976 1.3689 0.2328
H 2.9620 0.3109 0.2831
H 2.4030 0.7130 1.9295
H 3.1570 1.9921 0.8861
H 1.5059 3.3495 -0.1972
H -0.2229 2.5054 -0.6546
H 0.5233 0.5819 0.2210
```

Multiplicity = 1
Gap between HOMO and LUMO = 8.2707 eV
Total charge = +1
HOMO level = -13.01 eV
Energy relative to the best compared isomer or geometry (same formula, charge and spin) = 206.7 kJ/mol

Atomic charges from the Mulliken analysis, expressed in e, are listed below: number 1, C, carries -0.25; number 2, C, carries -0.67; number 3, C, carries -1.13; number 4, N, carries -0.62; number 5, H, carries 0.06; number 6, H, carries 0.35; number 7, H, carries 0.34; number 8, H, carries 0.44; number 9, H, carries 0.30; number 10, H, carries 0.35; number 11, H, carries 0.38; number 12, H, carries 0.26; number 13, H, carries 0.27; number 14, C, carries -0.77; number 15, C, carries 0.00; number 16, N, carries 0.18; number 17, H, carries 0.38; number 18, H, carries 0.35; number 19, H, carries 0.30; number 20, H, carries 0.25; number 21, H, carries 0.27; number 22, H, carries -0.03

---

DFT (ωB97M-V/def2-TZVPD) results for one molecule with the formula C2H3N3S in a non-equilibrium geometry.

```
9
C2H3N3S ωB97M-V/def2-TZVPD
H 1.7260 -2.2136 -0.0701
N 1.9440 -1.2023 -0.1068
C 0.8962 -0.4766 0.0546
C 0.9658 0.9622 0.0516
N 1.0914 2.1053 -0.0161
N -0.4208 -0.9423 0.2149
S -1.7845 0.0650 -0.1412
H -0.5579 -1.8909 -0.0690
H -2.0898 0.4258 1.1157
```

Multiplicity = 1
Gap between HOMO and LUMO = 10.3205 eV
SMILES = [H]/N=C(/C#N)NS
HOMO level = -10.12 eV
Energy relative to the best compared isomer or geometry (same formula, charge and spin) = 101.8 kJ/mol

Atomic charges from the Mulliken analysis, expressed in e, are listed below: number 1, H, carries 0.22; number 2, N, carries -0.61; number 3, C, carries 0.64; number 4, C, carries 0.14; number 5, N, carries -0.35; number 6, N, carries -0.33; number 7, S, carries -0.15; number 8, H, carries 0.27; number 9, H, carries 0.16

---

DFT (ωB97M-V/def2-TZVPD) results for a 2-piece molecular cluster, C9H14O overall in a non-equilibrium geometry.

```
24
C9H14O ωB97M-V/def2-TZVPD
C 0.1733 1.7238 2.3593
C 0.0049 0.4007 1.6296
C -0.8554 0.3205 0.5954
C -1.3421 -0.9072 0.0163
C -0.7596 -2.0186 0.5734
O -0.9586 -3.2868 0.0775
C 0.2301 -2.0218 1.6106
C 0.5825 -0.8148 2.1603
H -0.6324 2.3751 1.9993
H 0.9832 2.4270 2.1779
H -0.0997 1.5557 3.4060
H -1.2979 1.1735 0.0677
H -2.0850 -0.9280 -0.7578
H -0.6569 -3.4199 -0.8247
H 0.6300 -2.8986 2.0910
H 1.3976 -0.5490 2.8214
C 0.7289 1.5739 -2.3732
C 0.4352 0.0913 -2.5458
H 0.0465 2.1050 -1.7110
H 1.7720 1.8779 -2.1106
H 0.5701 2.0798 -3.3363
H 1.0028 -0.3539 -3.3787
H -0.6381 0.0853 -2.7735
H 0.7684 -0.5910 -1.7741
```

Multiplicity = 1
Gap between HOMO and LUMO = 9.4849 eV
SMILES = Cc1ccc(O)cc1.CC
HOMO level = -8.62 eV
Energy relative to the best compared isomer or geometry (same formula, charge and spin) = 135.1 kJ/mol

Atomic charges from the Mulliken analysis, expressed in e, are listed below: number 1, C, carries -1.46; number 2, C, carries 0.42; number 3, C, carries 0.12; number 4, C, carries -1.19; number 5, C, carries 0.68; number 6, O, carries -0.58; number 7, C, carries -0.70; number 8, C, carries -0.28; number 9, H, carries 0.38; number 10, H, carries 0.33; number 11, H, carries 0.34; number 12, H, carries 0.29; number 13, H, carries 0.52; number 14, H, carries 0.32; number 15, H, carries 0.41; number 16, H, carries 0.39; number 17, C, carries -0.87; number 18, C, carries -0.64; number 19, H, carries 0.21; number 20, H, carries 0.27; number 21, H, carries 0.33; number 22, H, carries 0.38; number 23, H, carries 0.19; number 24, H, carries 0.17

---

DFT (ωB97M-V/def2-TZVPD) results for C54H42BI4N8OS3W as an isolated structure in a non-equilibrium geometry.

```
114
C54H42BI4N8OS3W ωB97M-V/def2-TZVPD
W 0.2071 -0.0238 -0.1707
I 8.5164 2.7512 -4.7915
C 6.7846 2.0395 -3.8005
C 6.6693 2.2099 -2.4309
C 5.5243 1.7747 -1.7927
C 4.4878 1.1685 -2.5036
C 4.6334 0.9869 -3.8747
C 5.7756 1.4274 -4.5245
C 3.2674 0.7760 -1.7600
C 2.9897 -0.5796 -1.5743
C 3.8567 -1.6176 -1.9798
C 3.3718 -2.7818 -1.4539
C 2.1841 -2.4667 -0.7544
C 1.4126 -3.4023 -0.0613
C 1.8984 -4.7914 0.0683
C 2.1463 -5.6263 -1.0179
C 2.6247 -6.9098 -0.8310
C 2.8674 -7.3679 0.4528
I 3.6339 -9.3212 0.7338
C 2.6209 -6.5607 1.5520
C 2.1344 -5.2845 1.3535
C 0.2742 -3.0621 0.6771
N -0.1078 -1.7573 1.0051
C -1.1875 -1.9406 1.8756
C -1.7106 -0.9404 2.6912
C -2.4663 -1.3999 3.8821
C -1.7229 -1.6651 5.0292
C -2.3138 -2.2110 6.1507
C -3.6722 -2.4789 6.1358
I -4.5828 -3.3678 7.8271
C -4.4336 -2.1941 5.0173
C -3.8263 -1.6679 3.8902
C -1.3073 0.3876 2.6164
C -1.7103 1.3740 3.5414
C -1.1151 2.5468 3.1742
C -0.3519 2.2781 2.0172
N -0.4663 0.9330 1.6338
C 0.4567 3.2197 1.3816
C 1.3498 2.8954 0.3650
C 2.1646 3.8431 -0.2918
C 2.9208 3.1653 -1.2038
C 2.5879 1.7956 -1.0921
N 1.5651 1.6055 -0.1483
C 0.4350 4.5926 1.9223
C -0.7492 5.3245 1.9511
C -0.7949 6.5784 2.5321
C 0.3543 7.1114 3.0925
I 0.2856 9.0298 3.9758
C 1.5443 6.4030 3.0694
C 1.5826 5.1499 2.4852
C -1.5302 -3.3043 1.9816
C -0.6153 -4.0030 1.2422
N 1.9193 -1.0906 -0.8220
H 7.4599 2.6820 -1.8671
H 5.4319 1.9077 -0.7251
H 3.8424 0.5223 -4.4446
H 5.8749 1.2994 -5.5922
H 4.7475 -1.4754 -2.5570
H 3.8132 -3.7558 -1.5169
H 1.9650 -5.2771 -2.0229
H 2.8059 -7.5477 -1.6830
H 2.8098 -6.9205 2.5527
H 1.9542 -4.6475 2.2058
H -0.6633 -1.4576 5.0251
H -1.7166 -2.4439 7.0184
H -5.4929 -2.3987 5.0142
H -4.4289 -1.4940 3.0148
H -2.3371 1.1849 4.3891
H -1.1658 3.4930 3.6718
H 2.1542 4.8931 -0.0775
H 3.6460 3.5669 -1.8811
H -1.6406 4.9004 1.5106
H -1.7202 7.1332 2.5556
H 2.4364 6.8112 3.5196
H 2.5090 4.5936 2.4853
H -2.3558 -3.6819 2.5502
H -0.5577 -5.0646 1.1066
C -4.8356 1.0980 1.8192
N -4.1852 1.9406 0.8619
C -4.3441 3.2932 0.7178
C -3.4492 3.7032 -0.2138
N -2.7326 2.6120 -0.6318
B -1.5014 2.5274 -1.5137
N -1.8692 1.8799 -2.8513
C -3.0014 2.0852 -3.5951
C -2.9252 1.3130 -4.7032
N -1.7440 0.6224 -4.6397
C -1.2319 -0.2714 -5.6398
C -1.1097 0.9775 -3.5008
S 0.4163 0.3945 -3.0093
C -3.2022 1.5428 0.0362
S -2.7043 -0.0654 -0.2220
H -4.4666 1.3176 2.8223
H -4.5838 0.0730 1.5603
H -5.9143 1.2334 1.7853
H -5.0840 3.8428 1.2636
H -3.2637 4.6769 -0.6153
H -0.7333 1.5917 -0.9203
H -0.9427 3.5620 -1.6220
H -3.7696 2.7618 -3.2862
H -3.6006 1.1993 -5.5230
H -0.8084 0.2981 -6.4722
H -2.0336 -0.9067 -6.0171
H -0.4456 -0.8821 -5.1960
C -2.8988 -3.0430 -2.0551
S -1.3501 -2.3021 -2.6642
C -0.4126 -3.8539 -2.8228
O -0.7516 -1.6317 -1.4383
H -3.3988 -3.5175 -2.8927
H -3.5172 -2.2412 -1.6624
H -2.6888 -3.7610 -1.2694
H -0.8050 -4.4041 -3.6719
H -0.4952 -4.4416 -1.9126
H 0.6299 -3.5998 -3.0002
```

Multiplicity = 3
Gap between HOMO and LUMO (spin up / spin down) = 3.9519 / 5.7946 eV
Total charge = +1
HOMO level (spin up / spin down) = -7.63 / -9.51 eV
Energy relative to the best compared isomer or geometry (same formula, charge and spin) = 109.9 kJ/mol

Here are the Mulliken charges for atoms 1 to 99, given in e: number 1, W, carries 1.36; number 2, I, carries 0.10; number 3, C, carries -0.20; number 4, C, carries -0.71; number 5, C, carries -0.15; number 6, C, carries -0.57; number 7, C, carries -0.16; number 8, C, carries -0.70; number 9, C, carries 1.31; number 10, C, carries 0.58; number 11, C, carries -1.97; number 12, C, carries -1.70; number 13, C, carries 0.21; number 14, C, carries 1.03; number 15, C, carries 0.33; number 16, C, carries -0.20; number 17, C, carries -0.85; number 18, C, carries -0.26; number 19, I, carries 0.10; number 20, C, carries -0.75; number 21, C, carries -0.33; number 22, C, carries -0.13; number 23, N, carries 0.17; number 24, C, carries 0.87; number 25, C, carries 1.08; number 26, C, carries -0.37; number 27, C, carries -0.18; number 28, C, carries -0.71; number 29, C, carries -0.18; number 30, I, carries 0.10; number 31, C, carries -0.77; number 32, C, carries 0.11; number 33, C, carries 0.49; number 34, C, carries -1.93; number 35, C, carries -1.96; number 36, C, carries 0.47; number 37, N, carries -0.06; number 38, C, carries 0.97; number 39, C, carries 0.56; number 40, C, carries -1.56; number 41, C, carries -1.41; number 42, C, carries 0.50; number 43, N, carries 0.02; number 44, C, carries 0.07; number 45, C, carries -0.03; number 46, C, carries -0.75; number 47, C, carries -0.31; number 48, I, carries 0.10; number 49, C, carries -0.69; number 50, C, carries -0.47; number 51, C, carries -2.06; number 52, C, carries -0.95; number 53, N, carries 0.40; number 54, H, carries 0.40; number 55, H, carries 0.51; number 56, H, carries 0.52; number 57, H, carries 0.40; number 58, H, carries 0.63; number 59, H, carries 0.68; number 60, H, carries 0.53; number 61, H, carries 0.42; number 62, H, carries 0.40; number 63, H, carries 0.56; number 64, H, carries 0.55; number 65, H, carries 0.41; number 66, H, carries 0.42; number 67, H, carries 0.56; number 68, H, carries 0.73; number 69, H, carries 0.63; number 70, H, carries 0.79; number 71, H, carries 0.76; number 72, H, carries 0.51; number 73, H, carries 0.42; number 74, H, carries 0.41; number 75, H, carries 0.55; number 76, H, carries 0.70; number 77, H, carries 0.75; number 78, C, carries -0.92; number 79, N, carries 0.37; number 80, C, carries -0.57; number 81, C, carries -1.01; number 82, N, carries 0.87; number 83, B, carries -0.21; number 84, N, carries 0.72; number 85, C, carries -0.65; number 86, C, carries -0.76; number 87, N, carries 0.37; number 88, C, carries -0.87; number 89, C, carries -0.54; number 90, S, carries 0.01; number 91, C, carries -0.61; number 92, S, carries -0.27; number 93, H, carries 0.42; number 94, H, carries 0.06; number 95, H, carries 0.48; number 96, H, carries 0.54; number 97, H, carries 0.60; number 98, H, carries -0.52; number 99, H, carries -0.18

---

DFT (ωB97M-V/def2-TZVPD) results for one molecule with the formula C4H6N2 in a non-equilibrium geometry.

```
12
C4H6N2 ωB97M-V/def2-TZVPD
N 0.5989 3.0469 -0.2295
C 0.1140 2.0113 -0.0476
C -0.4906 0.6960 0.2745
C -0.6289 -0.2944 -0.8706
C 0.5784 -1.2039 -0.0898
N 0.4431 -0.2047 0.9753
H -1.3956 0.9054 0.8626
H -0.8452 -1.2569 -0.3284
H -1.5644 -0.4559 -1.4060
H 1.4521 -1.2470 -0.7146
H 0.4132 -2.2209 0.3580
H 1.3250 0.2240 1.2159
```

Multiplicity = 1
Gap between HOMO and LUMO = 10.0777 eV
SMILES = N#C[C@H]1CCN1
HOMO level = -9.29 eV
Energy relative to the best compared isomer or geometry (same formula, charge and spin) = 489.2 kJ/mol

Atomic charges from the Mulliken analysis, expressed in e, are listed below: number 1, N, carries -0.42; number 2, C, carries 0.04; number 3, C, carries 0.27; number 4, C, carries -0.67; number 5, C, carries -0.29; number 6, N, carries -0.48; number 7, H, carries 0.24; number 8, H, carries 0.13; number 9, H, carries 0.37; number 10, H, carries 0.28; number 11, H, carries 0.26; number 12, H, carries 0.28

---

> Which value of energy relative to the best compared isomer or geometry (same formula, charge and spin) does entry 4 give?

135.1 kJ/mol